1.
19
Properties=species:S:1:pos:R:3:mulliken_charge:R:1 method="wB97M-V/def2-TZVPD" smiles="C=C(Cl)Cl.CCNC" energy_ev=-31896.36955 relative_energy_kcal_mol=50.5 orbital_gap_ev=9.271 lumo_energy_ev=0.8
C -2.4533 1.0480 1.3360 -0.770
C -2.9863 0.2516 0.4000 0.588
Cl -3.7772 0.8516 -1.0627 -0.181
Cl -3.0573 -1.4318 0.4896 -0.163
H -1.6844 0.7646 2.1774 0.214
H -2.5777 2.0806 1.3040 0.290
C 2.3695 0.3288 0.7473 -1.321
C 0.9316 -0.1979 0.4739 -0.210
N 0.3552 -0.0300 -0.7867 -0.087
C 0.7143 -1.0055 -1.8137 -1.012
H 3.1426 -0.0304 0.0634 0.287
H 2.3636 1.3477 0.5835 0.373
H 2.6060 0.1198 1.7239 0.437
H 0.9595 -1.2910 0.5178 0.309
H 0.3016 0.0282 1.3221 0.037
H 0.3583 0.9169 -1.1483 0.214
H 1.8181 -0.9220 -2.1209 0.266
H 0.5189 -1.9814 -1.5503 0.364
H 0.0971 -0.8478 -2.6564 0.364

***

2.
21
Properties=species:S:1:pos:R:3:mulliken_spin:R:1 method="wB97M-V/def2-TZVPD" energy_ev=-70427.69803 relative_energy_kcal_mol=1.6 spin_multiplicity=6 total_charge=-2 s2=8.78 orbital_gap_ev="3.529 / 3.828" lumo_energy_ev="4.7 / 4.7"
Fe -0.4060 0.6073 1.3640 3.993
Cl -0.7520 2.7349 1.1178 0.117
C -2.2078 -0.2352 1.4181 0.260
H -2.2207 -0.9620 2.2446 0.002
H -2.4373 -0.7573 0.4805 0.001
H -2.9714 0.5338 1.6132 -0.001
Sn 0.9368 -0.9029 -1.8683 0.182
C 2.5333 0.5966 -1.9165 0.006
C -0.7666 -0.0392 -2.9551 0.014
C 0.3233 -1.0792 0.2072 0.223
H -1.4773 -0.8456 -3.1642 0.005
H -1.2723 0.7490 -2.3962 -0.005
H -0.4105 0.3616 -3.9130 0.001
H 3.4574 0.1197 -1.5775 0.004
H 2.6764 0.9365 -2.9538 0.002
H 2.3188 1.4649 -1.2766 -0.002
H -0.4601 -1.8728 0.2631 0.005
H 1.1416 -1.5086 0.7933 0.008
S 1.1498 -0.1300 5.5320 0.098
C 0.6206 0.0499 4.0558 0.133
N 0.2242 0.1787 2.9318 -0.047